Density functional theory data (ωB97M-V/def2-TZVPD) for a 2-piece molecular cluster, C4H5N3 overall.

XYZ file:
```
12
C4H5N3, DFT ωB97M-V/def2-TZVPD
C -2.46 -0.06 1.03
C -0.91 -1.14 0.18
N 2.64 -0.05 -1.03
C -0.50 0.95 0.33
H 3.64 0.09 -1.01
H 2.36 -0.11 -2.01
H 2.45 -0.97 -0.64
C -0.01 -0.30 -0.09
N -1.73 1.04 0.88
H -3.45 0.02 1.47
N -2.07 -1.33 0.66
H 0.06 1.88 0.24
```

Values from the calculation:
frontier orbital gap	9.36	eV
SMILES	C1=C=NC=NC=1.N
energy relative to the best compared isomer or geometry (same formula, charge and spin)	425.9	kJ/mol
HOMO	-9.385	eV
DFT total energy	-319.55001	Ha
molar mass	95.10	Da